Entry 1:
# C6H10O5

An isolated molecule of C6H10O5 (the ωB97M-V functional and the def2-TZVPD basis, OMol25).

Its calculated total energy is -610.7281 a.u. Its HOMO energy is -9.71 eV. As for the SMILES: O[C@@H]1[C@@H](O)[C@@H](O)[C@@H]2O[C@@H]2[C@@H]1O. The energy above the lowest of the compared OMol25 structures with the same formula, charge and spin comes out at 71.8 kcal per mole.

Geometry as XYZ:
```
21
Properties=species:S:1:pos:R:3:forces:R:3
C 0.939045 0.112734 -1.004888 2.577 3.047 -1.543
C -0.095548 1.188316 -1.275689 -0.914 -1.328 1.193
C -1.189274 1.356783 -0.289001 1.629 0.226 -0.179
C -1.193532 0.579128 0.996940 -0.555 -0.682 2.505
C -0.558274 -0.770339 0.743547 0.913 -3.294 -0.763
C 0.886418 -0.632382 0.243784 0.865 1.115 3.266
H 1.579890 -0.826032 -2.651403 -2.939 -0.223 2.151
H 1.990282 0.661380 -1.082796 -1.824 -1.279 -0.051
H -0.374411 1.241663 -2.301636 0.095 0.429 -0.872
H -2.085611 1.731230 -0.635317 -1.947 0.566 -0.678
H -2.216305 0.363903 1.491894 1.210 0.585 -1.302
H -0.830847 1.819233 2.581351 -0.333 -0.244 -0.454
H -1.098794 -1.357531 -0.055178 -0.108 1.001 0.422
H 0.071622 -2.410515 1.514751 -0.043 0.218 0.306
H 1.423143 -0.136160 1.076704 -0.445 0.264 -0.529
H 1.315473 -2.119974 -0.787450 0.711 -0.169 0.720
O 0.757217 -0.871766 -1.989179 2.776 -0.164 -3.936
O -0.134408 2.331036 -0.488779 -0.028 -0.032 0.455
O -0.376629 1.227789 1.970688 0.388 -0.059 0.195
O -0.479265 -1.690630 1.863545 -0.565 0.935 -0.353
O 1.669808 -1.797867 0.078110 -1.463 -0.915 -0.555
```
Forces are in eV/Å.


Entry 2:
# C32H60AlCl48O

C32H60AlCl48O as an isolated structure (the ωB97M-V functional and the def2-TZVPD basis, OMol25).

Its calculated total energy is -23662.0778 a.u. Its HOMO energy is -4.80 eV. As for the net charge: -1.

Geometry as XYZ:
```
142
Properties=species:S:1:pos:R:3:forces:R:3
O 2.427300 -2.577754 3.076468 -0.218 0.690 0.481
Al 2.289920 -0.803528 3.684567 -0.254 -1.298 -0.758
C 1.889926 0.444431 2.116227 -0.286 0.406 -0.498
C 0.363959 0.851760 1.923180 0.336 -0.124 0.311
C -0.643983 -0.269462 2.325633 -1.343 -0.541 1.517
C -0.525467 -1.688389 1.917528 -0.142 0.489 2.437
C -1.464682 -2.726343 2.349517 0.460 2.890 0.982
C -2.570888 -2.314381 3.207752 1.362 1.198 -0.773
C -2.726439 -0.907292 3.581558 0.948 -0.419 -0.731
C -1.784446 0.123706 3.158127 0.399 -2.644 -0.697
H 1.917243 -3.166145 3.652132 0.191 0.301 -0.266
H 1.042932 -0.773688 4.711590 -0.044 0.154 0.348
H 3.667285 -0.492708 4.433798 0.144 0.324 -0.181
H 2.473778 1.395887 2.286859 -0.446 -0.732 -0.343
H 2.250257 -0.011603 1.156834 -0.068 0.540 0.854
H 0.160849 1.228961 0.873279 0.086 -0.563 0.880
H 0.188600 1.748426 2.587589 -0.129 -0.997 -0.549
H 0.364621 -1.945340 1.284530 -1.564 0.181 1.252
H -1.266210 -3.760256 2.001992 -0.369 0.789 0.502
H -3.288491 -3.077866 3.575237 0.510 0.740 -0.269
H -3.594756 -0.623060 4.229650 1.321 -0.330 -1.054
H -1.921445 1.184092 3.487770 0.192 -1.112 -0.384
C -1.806237 -1.016589 -1.683265 -0.585 0.224 0.134
Cl -1.821847 -0.903588 0.093433 -0.859 0.495 -2.905
Cl -0.970172 -2.476865 -2.239669 0.062 0.103 -0.166
H -2.830502 -1.041827 -2.050400 0.434 -0.224 0.137
H -1.295493 -0.145428 -2.080149 0.030 -0.133 0.069
C 3.195534 -3.423538 -0.169299 -0.048 0.114 0.419
Cl 3.605874 -3.778774 -1.858809 0.116 -0.118 -0.133
Cl 1.917060 -2.217304 -0.056576 0.676 -0.368 -0.811
H 2.858694 -4.337679 0.310629 -0.044 0.096 -0.096
H 4.079421 -3.045299 0.336076 -0.122 0.047 -0.099
C -2.034171 2.785512 -3.717877 0.069 0.257 0.125
Cl -2.042471 2.874370 -1.950430 -0.049 0.001 -0.613
Cl -1.221061 1.319407 -4.277015 0.327 0.326 -0.217
H -3.061139 2.776100 -4.073413 0.086 -0.128 0.038
H -1.512873 3.652141 -4.116867 -0.001 -0.275 0.254
C -0.124490 3.392596 -7.631708 -0.075 -0.144 0.110
Cl -0.989114 4.317576 -6.398899 0.085 0.189 -0.251
Cl -0.786939 3.690609 -9.247187 0.028 0.014 -0.116
H 0.922148 3.684020 -7.621010 -0.114 0.030 -0.005
H -0.216798 2.330899 -7.399824 -0.286 0.715 -0.098
C 2.439298 0.437610 -5.911989 0.091 -0.126 0.280
Cl 3.191316 1.978980 -5.492968 -0.106 0.031 -0.016
Cl 1.180192 0.652844 -7.138734 0.372 -0.757 -0.006
H 3.200527 -0.231453 -6.302174 -0.060 0.153 -0.080
H 1.991584 0.008636 -5.019007 -0.074 0.146 -0.077
C 6.190580 -1.065953 6.634313 -0.050 -0.074 0.120
Cl 6.593259 -1.367919 4.938337 -0.011 -0.195 0.275
Cl 4.851878 0.071733 6.798003 0.077 -0.098 0.402
H 5.910006 -2.006993 7.099454 -0.084 0.081 -0.115
H 7.062978 -0.652048 7.132657 -0.063 0.060 -0.149
C -3.124930 -5.678399 -1.392179 -0.188 -0.010 0.068
Cl -1.777150 -5.790923 -2.534366 0.084 -0.198 0.004
Cl -2.787790 -4.532682 -0.095752 -0.159 -0.090 0.009
H -4.011260 -5.350334 -1.929361 0.146 0.030 -0.034
H -3.297967 -6.659249 -0.957833 0.123 0.069 -0.048
C -4.632943 -0.677731 -4.414089 0.021 -0.141 -0.076
Cl -3.305258 -0.818170 -5.580333 -0.321 -0.230 -0.089
Cl -4.250789 0.481878 -3.138774 -0.472 -0.007 0.113
H -5.523383 -0.343121 -4.934557 0.163 0.069 0.010
H -4.810824 -1.651672 -3.964704 0.165 0.081 0.023
C 6.118322 2.582752 9.690832 -0.154 0.069 -0.215
Cl 6.042486 2.739590 11.451689 -0.035 0.081 0.031
Cl 7.059551 1.167950 9.210815 0.159 0.092 0.083
H 5.108478 2.480449 9.301632 0.085 -0.118 0.066
H 6.585600 3.472367 9.278084 0.055 -0.109 0.099
C -3.012232 4.961757 1.045394 0.255 0.034 -0.019
Cl -2.358556 3.332478 0.870567 0.007 0.085 0.687
Cl -4.686053 4.924591 1.621145 -0.041 0.112 -0.073
H -2.404803 5.510446 1.760152 -0.110 -0.139 0.050
H -2.985357 5.457355 0.080135 -0.108 -0.126 0.052
C 1.997376 2.438321 6.467006 -0.043 -0.331 -0.178
Cl 2.961902 3.422654 7.588795 0.037 -0.019 0.077
Cl 1.195923 3.447651 5.258679 0.002 -0.053 0.013
H 2.653580 1.734178 5.959297 -0.018 0.119 -0.030
H 1.243129 1.898333 7.031498 0.045 0.137 -0.022
C -7.649898 2.185622 -5.207554 -0.131 0.270 0.035
Cl -7.764344 0.515788 -5.776278 -0.172 0.032 -0.058
Cl -5.982477 2.633642 -4.817743 -0.254 0.171 -0.142
H -8.017179 2.845847 -5.988335 0.114 -0.119 -0.013
H -8.259180 2.294344 -4.314012 0.151 -0.099 0.002
C 6.896410 0.986413 -6.651115 0.007 -0.025 -0.169
Cl 5.865143 -0.128623 -5.747233 0.218 -0.204 -0.031
Cl 6.966130 2.571906 -5.873296 0.100 0.036 -0.057
H 7.900520 0.574800 -6.701781 -0.089 0.039 0.125
H 6.494154 1.104051 -7.653648 -0.057 0.061 0.137
C -5.982211 5.684641 -2.397411 -0.057 -0.085 0.138
Cl -4.250189 5.954248 -2.173981 0.021 -0.067 -0.149
Cl -6.883643 7.205815 -2.321348 -0.116 -0.011 -0.029
H -6.141239 5.230383 -3.371927 0.066 0.121 0.039
H -6.348564 5.018629 -1.615482 0.335 0.557 -0.186
C -6.473235 -2.114491 5.441576 -0.127 0.147 0.004
Cl -5.167342 -0.977772 5.799579 -0.531 -0.068 0.456
Cl -5.841602 -3.673195 4.897362 -0.086 -0.004 0.021
H -7.060702 -2.268652 6.340675 0.162 -0.041 -0.040
H -7.098921 -1.695756 4.657840 0.178 -0.040 -0.029
C 7.549489 3.690210 -9.822609 0.029 0.207 0.008
Cl 8.197470 2.049898 -9.959537 0.097 0.010 -0.036
Cl 5.873961 3.676208 -9.264453 -0.006 0.060 -0.037
H 8.152223 4.247987 -9.111072 -0.082 -0.153 0.038
H 7.591796 4.167285 -10.797710 -0.065 -0.146 0.040
C 8.038760 -3.041473 1.799889 -0.178 -0.149 0.156
Cl 6.626046 -3.805487 1.063237 0.037 -0.037 0.052
Cl 8.882307 -1.998359 0.645683 0.170 0.022 0.066
H 7.714319 -2.441381 2.646102 -0.051 0.036 -0.166
H 8.725748 -3.814870 2.135339 -0.404 0.292 -0.375
C -6.970055 -3.701506 9.528809 0.066 0.006 0.140
Cl -6.311150 -2.118547 9.955040 0.038 -0.048 0.039
Cl -8.213121 -3.564161 8.279154 -0.145 -0.049 0.112
H -6.165834 -4.328003 9.157567 -0.041 0.191 -0.066
H -7.410563 -4.150367 10.414736 -0.051 0.113 -0.092
C 12.060246 -3.505419 2.991922 0.062 0.199 0.046
Cl 10.576805 -4.430885 3.252373 0.451 -0.162 0.367
Cl 13.038909 -4.208205 1.698944 0.057 0.059 0.022
H 11.795153 -2.487237 2.719600 -0.066 -0.143 -0.090
H 12.639378 -3.504306 3.911017 -0.061 -0.130 -0.083
C -2.907763 -7.091179 -6.014495 0.192 0.122 0.021
Cl -4.136846 -6.256502 -5.061501 -0.090 0.061 -0.096
Cl -3.419392 -8.732061 -6.431650 0.069 -0.034 -0.053
H -2.734044 -6.533149 -6.930149 -0.136 -0.069 0.056
H -1.990637 -7.144796 -5.433581 -0.154 -0.046 0.066
C -8.664448 3.156476 -0.156522 -0.208 -0.037 0.127
Cl -7.358808 3.004666 -1.340624 -0.259 -0.604 -0.003
Cl -8.250221 4.307347 1.118553 -0.101 -0.034 -0.049
H -9.559464 3.502015 -0.666505 0.141 0.069 0.013
H -8.847324 2.184841 0.293923 0.165 0.071 -0.023
C 6.825305 2.138401 3.242109 -0.161 0.063 -0.111
Cl 6.752871 2.328363 4.997953 0.023 0.157 -0.012
Cl 7.757216 0.708113 2.783460 0.169 0.261 -0.381
H 5.813949 2.037269 2.856083 0.055 -0.154 0.146
H 7.299241 3.017328 2.814136 0.065 -0.117 0.092
C -0.567764 7.482863 -10.647845 -0.058 -0.173 0.053
Cl -0.744880 8.584972 -9.277980 -0.052 -0.070 0.030
Cl 0.418030 8.202778 -11.928018 -0.004 -0.066 -0.077
H -0.088930 6.569476 -10.305712 0.033 0.138 0.007
H -1.552331 7.256125 -11.046933 0.078 0.133 0.012
C -7.491634 -7.358134 6.637105 -0.106 -0.125 -0.082
Cl -6.487424 -6.450116 7.773557 0.145 -0.355 -0.033
Cl -8.240977 -6.292219 5.443115 -0.072 -0.155 0.015
H -6.870078 -8.081924 6.117473 0.036 0.167 0.024
H -8.271176 -7.871621 7.192908 0.033 0.157 -0.007
```
Forces are in eV/Å.


Entry 3:
# C4H16BaO4

C4H16BaO4 as an isolated structure (the ωB97M-V functional and the def2-TZVPD basis, OMol25).

Its calculated total energy is -487.9083 a.u. Its HOMO energy is -17.82 eV. As for the net charge: +2. The energy above the lowest of the compared OMol25 structures with the same formula, charge and spin comes out at 0.0 kcal per mole.

Geometry as XYZ:
```
25
Properties=species:S:1:pos:R:3:forces:R:3
Ba 0.547218 0.287051 -0.084618 -0.521 -0.585 -0.092
C -1.682022 2.466232 2.690542 -0.814 0.742 1.780
O -0.593677 2.212927 1.816908 0.515 -1.173 -1.473
H -1.573022 3.435003 3.186994 0.147 0.003 -0.290
H -2.640416 2.496020 2.180105 0.330 -0.077 -0.568
H -1.802262 1.750910 3.510701 0.391 -0.293 -0.325
H 0.256870 2.259957 2.256097 -0.174 0.579 0.826
C 0.378819 -3.677188 -0.137575 0.377 -1.297 0.872
O 0.942694 -2.499256 0.470456 -0.051 1.213 -0.209
H -0.202413 -4.237013 0.602491 -0.404 0.431 -0.212
H -0.208079 -3.395988 -1.001600 -0.051 0.096 -0.004
H 1.159269 -4.398756 -0.399230 0.105 0.448 -0.400
H 1.455680 -2.719392 1.255629 -0.065 -0.379 -0.070
C 3.768413 0.483009 -1.936203 -0.080 1.064 0.075
O 2.925287 -0.469803 -1.239164 0.167 0.083 -0.293
H 4.202125 0.078984 -2.846113 0.005 -0.232 0.099
H 3.165498 1.349320 -2.231709 -0.166 -0.247 -0.013
H 4.532505 0.886153 -1.270592 0.141 -0.353 -0.040
H 3.392120 -1.313055 -1.327429 -0.384 -0.060 0.300
C -3.176865 1.037655 -0.688734 -1.195 0.282 0.643
O -2.171945 0.112731 -1.118402 0.988 0.239 -0.210
H -3.245117 1.936819 -1.299395 0.284 -0.070 -0.113
H -4.167222 0.575168 -0.660351 0.176 -0.184 -0.306
H -3.004437 1.324949 0.348358 0.440 -0.047 -0.126
H -2.259023 0.017563 -2.077165 -0.160 -0.184 0.150
```
Forces are in eV/Å.